No. 1
ORCA calculation (ωB97M-V with the def2-TZVPD basis set) on one molecule with the formula C7H12S in a non-equilibrium geometry.

Values from the calculation:
SMILES: C[C@]12CCC[C@H](C1)S2
relative energy (zero: lowest compared OMol25 entry of this formula, charge and spin): 23.06 kcal/mol
multiplicity: 1
calculated total energy: -18288.232 eV
molecular weight: 128.2 g mol⁻¹
F_max: 1.76 eV/A

Positions of all 20 atoms, in Å:
C (2.398, 0.463, 0.049)
C (0.920, 0.264, 0.191)
C (0.058, 1.511, -0.069)
C (-1.403, 1.237, -0.567)
C (-1.964, 0.030, 0.298)
C (-0.879, -1.013, 0.582)
C (0.315, -0.472, 1.423)
S (0.208, -1.126, -0.966)
H (3.007, -0.483, 0.095)
H (2.853, 1.169, 0.786)
H (2.664, 0.874, -0.947)
H (-0.041, 2.082, 0.894)
H (0.558, 2.216, -0.773)
H (-1.476, 1.049, -1.671)
H (-1.913, 2.155, -0.344)
H (-2.833, -0.402, -0.212)
H (-2.444, 0.309, 1.258)
H (-1.351, -1.922, 0.932)
H (0.994, -1.266, 1.703)
H (-0.010, 0.120, 2.293)


No. 2
ORCA calculation (ωB97M-V with the def2-TZVPD basis set) on a 9-piece molecular cluster, C32H69F9N3O19P3 overall in a non-equilibrium geometry.

Values from the calculation:
relative energy (zero: lowest compared OMol25 entry of this formula, charge and spin): 21.10 kcal/mol
multiplicity: 1
calculated total energy: -130007.288 eV
molecular weight: 1063.8 g mol⁻¹
F_max: 6.51 eV/A

Positions of all 135 atoms, in Å:
C (25.733, 13.170, 11.154)
C (25.647, 13.695, 12.590)
C (24.209, 13.666, 13.094)
C (24.168, 13.977, 14.595)
N (22.801, 13.785, 15.215)
C (22.839, 14.011, 16.724)
C (22.083, 12.832, 17.351)
C (21.364, 12.201, 16.172)
C (22.308, 12.368, 15.003)
C (21.917, 14.835, 14.604)
H (25.279, 12.188, 11.009)
H (26.782, 13.141, 10.856)
H (25.230, 13.793, 10.411)
H (26.095, 14.691, 12.642)
H (26.332, 13.112, 13.212)
H (23.838, 12.657, 12.917)
H (23.609, 14.390, 12.545)
H (24.602, 14.956, 14.804)
H (24.808, 13.296, 15.162)
H (22.417, 14.983, 16.964)
H (23.885, 14.071, 17.025)
H (21.439, 13.267, 18.111)
H (22.785, 12.166, 17.848)
H (20.396, 12.689, 16.012)
H (21.012, 11.174, 16.286)
H (21.830, 12.220, 14.039)
H (23.123, 11.651, 15.104)
H (21.005, 14.950, 15.188)
H (21.602, 14.474, 13.627)
H (22.420, 15.793, 14.526)
P (19.921, 10.685, 19.912)
F (19.060, 11.536, 18.862)
F (18.919, 11.162, 21.113)
F (19.083, 9.343, 19.673)
F (20.796, 9.802, 21.008)
F (20.995, 10.192, 18.806)
F (20.827, 12.016, 20.138)
C (21.909, 8.747, 23.950)
C (22.066, 7.631, 22.901)
C (23.470, 6.978, 22.871)
O (23.532, 5.973, 21.887)
C (23.721, 6.487, 20.583)
N (21.037, 6.627, 23.245)
H (20.861, 9.036, 23.969)
H (22.582, 9.556, 23.671)
H (22.123, 8.347, 24.944)
H (21.846, 8.069, 21.925)
H (23.562, 6.511, 23.853)
H (24.226, 7.752, 22.703)
H (22.782, 6.940, 20.250)
H (23.973, 5.648, 19.937)
H (24.533, 7.217, 20.536)
H (21.156, 6.413, 24.232)
H (21.229, 5.751, 22.760)
C (17.443, 7.076, 13.310)
C (18.885, 6.944, 13.828)
C (19.058, 7.511, 15.229)
O (18.566, 8.823, 15.352)
C (18.754, 9.355, 16.648)
N (19.249, 5.509, 13.871)
H (16.690, 6.431, 13.768)
H (17.341, 6.952, 12.230)
H (17.066, 8.087, 13.508)
H (19.551, 7.446, 13.128)
H (20.127, 7.484, 15.474)
H (18.552, 6.860, 15.955)
H (17.968, 8.928, 17.287)
H (18.517, 10.414, 16.555)
H (19.721, 9.160, 17.116)
H (18.891, 5.102, 13.012)
H (18.689, 5.046, 14.583)
C (21.108, 15.387, 19.670)
O (22.521, 15.339, 19.534)
P (23.519, 15.726, 20.734)
O (22.965, 15.608, 22.095)
O (24.708, 14.768, 20.358)
C (24.351, 13.467, 19.945)
O (24.155, 17.141, 20.388)
C (24.028, 18.265, 21.238)
H (20.670, 14.761, 18.895)
H (20.693, 16.382, 19.498)
H (20.786, 15.018, 20.642)
H (24.733, 12.729, 20.655)
H (24.826, 13.165, 19.011)
H (23.293, 13.206, 19.895)
H (23.235, 18.112, 21.970)
H (23.920, 19.212, 20.711)
H (24.966, 18.389, 21.791)
C (23.959, 8.728, 17.354)
O (25.020, 8.491, 18.260)
P (25.753, 9.729, 18.989)
O (25.900, 10.958, 18.186)
O (25.032, 9.805, 20.414)
C (23.673, 10.244, 20.491)
O (27.145, 9.099, 19.392)
C (27.342, 7.846, 20.031)
H (23.801, 9.784, 17.095)
H (22.990, 8.536, 17.829)
H (24.111, 8.171, 16.434)
H (23.470, 10.637, 21.484)
H (22.997, 9.390, 20.431)
H (23.467, 10.913, 19.658)
H (28.231, 7.390, 19.599)
H (26.494, 7.169, 19.966)
H (27.577, 8.018, 21.083)
C (17.647, 9.432, 24.006)
C (18.103, 8.058, 24.461)
O (16.904, 7.267, 24.381)
C (15.932, 7.965, 23.762)
O (14.858, 7.617, 23.427)
O (16.487, 9.115, 23.276)
F (18.536, 7.977, 25.742)
H (18.295, 9.936, 23.288)
H (17.505, 10.092, 24.870)
H (18.838, 7.603, 23.794)
C (18.259, 13.097, 20.002)
C (17.018, 12.318, 19.563)
O (17.020, 12.461, 18.184)
C (17.919, 13.417, 17.821)
O (18.156, 13.761, 16.712)
O (18.414, 14.028, 18.906)
F (15.883, 12.804, 20.155)
H (19.110, 12.420, 20.015)
H (18.094, 13.655, 20.918)
H (17.149, 11.279, 19.869)
C (19.098, 6.520, 20.579)
C (17.578, 6.778, 20.507)
O (17.229, 6.091, 21.702)
C (18.147, 5.139, 22.021)
O (18.027, 4.279, 22.824)
O (19.163, 5.222, 21.143)
F (16.982, 6.210, 19.431)
H (19.651, 7.241, 21.184)
H (19.578, 6.556, 19.601)
H (17.244, 7.808, 20.576)